# 1
Formula: C23H24NO2
Source: the Open Molecules 2025 dataset
Level of theory: the ωB97M-V functional and the def2-TZVPD basis

Structure (XYZ):
```
50
Properties=species:S:1:pos:R:3:forces:R:3
C -1.3442 -5.4093 4.4352 -0.128 0.089 -0.039
O -1.7794 -4.0332 4.3529 0.209 0.381 -1.345
C -1.6933 -3.4177 3.1485 0.227 -0.241 0.490
C -1.9115 -2.0147 3.1282 -0.012 -0.340 0.109
C -1.7431 -1.3177 1.9603 -0.030 -0.038 -0.337
C -1.3234 -1.9574 0.7464 -0.327 -0.119 0.313
C -1.0817 -1.1523 -0.3958 0.164 -0.744 -0.315
C -0.4139 -1.5080 -1.5940 0.312 0.068 0.054
C -0.5138 -0.6187 -2.7097 0.139 -0.007 -0.464
C 0.0308 -0.9666 -3.9248 0.108 -0.512 0.454
C 0.7094 -2.2038 -4.0756 -0.230 0.198 -0.728
O 1.1282 -2.4476 -5.3450 -0.704 0.892 1.440
C 0.6755 -1.3065 -6.1811 0.047 -0.330 -0.351
C 0.0453 -0.2702 -5.2477 0.033 0.503 -0.098
C 0.9002 -3.0678 -2.9818 0.217 -0.064 -0.366
C 0.3856 -2.6936 -1.7631 -0.311 0.052 0.122
C -1.2342 -3.3816 0.7708 0.124 -0.030 0.262
C -1.3929 -4.0992 1.9416 0.043 0.115 0.111
H -1.4530 -5.6656 5.4874 0.037 -0.043 -0.171
H -1.9768 -6.0602 3.8174 0.088 0.173 0.230
H -0.2951 -5.5072 4.1238 -0.262 0.109 0.108
H -2.1985 -1.5246 4.0573 0.075 -0.098 -0.255
H -1.9273 -0.2422 1.9357 0.144 -0.251 0.103
H -1.5009 -0.1446 -0.3695 0.161 -0.102 0.057
H -1.0364 0.3359 -2.6089 0.080 -0.310 0.053
H 1.5463 -0.9238 -6.7234 -0.161 -0.237 0.212
H -0.0539 -1.6939 -6.9028 0.294 -0.093 0.223
H -0.9586 0.0123 -5.5747 0.130 -0.030 0.022
H 0.6554 0.6401 -5.2155 -0.153 -0.121 0.068
H 1.4517 -3.9950 -3.1366 -0.076 0.279 0.231
H 0.5941 -3.3143 -0.8931 0.039 0.214 -0.343
H -1.0611 -3.9404 -0.1466 -0.155 0.188 0.264
H -1.2785 -5.1869 1.9415 -0.127 0.512 -0.101
C 2.0530 6.9190 1.8342 -0.126 -0.358 -0.031
C 0.8193 6.7807 1.1827 0.133 -0.238 0.110
C 0.2448 5.5141 1.0394 0.346 0.070 0.104
C 0.9000 4.3849 1.5436 0.102 0.059 -0.107
C 0.2925 3.0126 1.3798 -0.165 -0.221 0.300
N 0.6713 2.3806 0.1241 0.318 0.053 -0.755
C 2.1341 4.5224 2.1872 -0.148 0.319 -0.157
C 2.7120 5.7872 2.3331 -0.210 0.031 -0.131
H 2.4994 7.9058 1.9539 -0.115 -0.253 -0.035
H 0.3031 7.6570 0.7875 0.177 -0.233 0.138
H -0.7111 5.3854 0.5266 0.258 0.111 0.158
H 0.6019 2.3862 2.2311 -0.268 0.218 0.106
H -0.7971 3.1131 1.3622 0.053 -0.077 0.259
H 1.6823 2.3881 0.0193 -0.182 -0.128 -0.052
H 0.3344 1.4244 0.0293 0.210 0.267 0.268
H 2.6350 3.6297 2.5701 -0.097 0.291 -0.038
H 3.6739 5.8852 2.8386 -0.282 0.027 -0.147
```
Positions in Å, forces in eV/Å.

The calculation puts the LUMO energy at -5.21 eV. As for the spin multiplicity: 1. For the HOMO energy, the calculation gives -10.90 eV. As for the total charge: +1. The calculation puts the energy above the lowest of the compared OMol25 structures with the same formula, charge and spin at 55.99 kJ/mol. As for the gap between HOMO and LUMO: 5.7 eV.



# 2
Formula: C5H8O
Source: the Open Molecules 2025 dataset
Level of theory: the ωB97M-V functional and the def2-TZVPD basis

Structure (XYZ):
```
14
Properties=species:S:1:pos:R:3:forces:R:3
C 2.0709 0.9550 0.1804 0.067 -0.369 -0.259
C 1.7566 -0.1165 -0.2747 0.020 0.542 0.234
C 0.8076 -1.2355 -0.3997 0.002 -0.032 0.069
C -0.3586 -0.6965 0.4655 -0.199 -0.036 0.027
C -1.1505 0.3709 -0.2973 0.097 -0.428 -0.199
O -1.5133 1.3897 0.6193 -0.255 0.194 -0.104
H 2.1747 1.8856 0.6892 0.417 0.012 -0.253
H 1.2177 -2.1727 -0.0139 0.013 0.171 0.086
H 0.5070 -1.4438 -1.4341 0.048 0.186 0.138
H -1.0182 -1.4651 0.8763 0.016 -0.113 -0.300
H 0.1228 -0.2078 1.3140 -0.320 -0.103 0.026
H -0.5376 0.7874 -1.1155 -0.092 -0.108 0.284
H -2.0395 -0.0954 -0.7542 0.107 0.176 0.097
H -2.0398 2.0448 0.1447 0.079 -0.092 0.155
```
Positions in Å, forces in eV/Å.

The calculation puts the LUMO energy at 0.97 eV. As for the spin multiplicity: 1. For the HOMO energy, the calculation gives -9.80 eV. The calculation puts the energy above the lowest of the compared OMol25 structures with the same formula, charge and spin at 268.37 kJ/mol. As for the gap between HOMO and LUMO: 10.8 eV.



# 3
Formula: C21H47NO2SSi2Tl
Source: the Open Molecules 2025 dataset
Level of theory: the ωB97M-V functional and the def2-TZVPD basis

Structure (XYZ):
```
75
Properties=species:S:1:pos:R:3:forces:R:3
O -0.3827 -1.6232 -1.1933 -0.053 -0.542 -1.521
O 0.7326 1.1133 -3.7603 0.252 0.291 0.518
C 0.1074 -2.8379 -1.9165 -0.298 0.471 0.714
C -0.8272 -3.9668 -1.5908 0.059 -0.361 -0.152
H 1.1297 -3.0189 -1.5550 -0.405 0.190 -0.033
H 0.1254 -2.6133 -2.9786 0.208 0.027 0.049
H -0.9862 -4.0566 -0.5137 0.036 0.030 -0.111
H -0.3573 -4.8884 -1.9410 -0.201 -0.078 0.003
H -1.7924 -3.8514 -2.0966 0.166 -0.066 0.172
C -1.4891 -0.8310 -1.9008 0.529 -0.237 0.674
C -1.6860 -1.1414 -3.3758 0.113 -0.163 -0.233
H -1.1602 0.2059 -1.7552 -0.244 -0.165 -0.057
H -2.3697 -1.0647 -1.2826 0.239 0.230 -0.358
H -0.8137 -0.8340 -3.9708 -0.194 -0.174 0.264
H -2.5214 -0.5379 -3.7655 0.173 -0.133 0.394
H -1.9423 -2.2011 -3.5716 0.133 0.610 0.147
C 0.3747 2.4321 -3.3463 0.100 -0.174 0.004
C 2.1002 0.8639 -4.0886 -0.418 -0.287 -0.426
C -0.9187 2.7902 -4.0361 0.124 0.240 -0.008
H 1.1579 3.1811 -3.6039 -0.333 -0.560 0.206
H 0.2241 2.4169 -2.2501 0.241 0.210 -0.222
H -0.7619 2.7697 -5.1143 -0.121 0.050 -0.011
H -1.1998 3.7960 -3.7302 -0.229 0.068 -0.081
H -1.7254 2.0976 -3.7866 0.068 0.028 0.035
C 2.2161 0.8029 -5.5986 0.104 -0.053 -0.050
H 2.3254 -0.1098 -3.6454 0.256 0.061 0.018
H 2.8001 1.6134 -3.6948 -0.321 -0.061 0.204
H 1.4897 0.0937 -6.0256 0.289 0.221 0.194
H 3.2281 0.4963 -5.8685 -0.041 0.013 -0.178
H 2.0224 1.7944 -6.0169 0.034 -0.122 -0.071
H 0.5277 -1.0583 -0.6954 0.181 0.523 -0.120
Tl -0.2925 -0.0649 1.4423 0.324 0.200 1.383
C 1.9212 -0.3947 -0.4441 -1.217 0.258 1.042
Si 3.2803 0.4213 0.6217 1.075 0.237 -0.506
H 2.3431 -1.3640 -0.7424 -0.210 0.019 0.102
H 1.7191 0.2176 -1.3269 0.123 0.052 -0.025
C 4.9073 -0.3544 -0.0199 -0.423 0.010 -0.014
C 3.2567 0.1449 2.4620 -0.837 -0.026 0.471
C 3.3845 2.2904 0.3723 -0.308 -0.086 -0.258
C -2.2330 -1.2661 1.6956 1.326 -0.320 -0.565
Si -3.6473 -0.0301 1.6670 -0.624 0.141 0.085
H -2.0213 -1.7862 2.6490 -0.123 0.355 -0.439
H -2.1559 -1.9864 0.8605 -0.260 0.284 0.424
C -5.0359 -0.7791 0.6400 -0.045 -0.094 0.112
C -3.1952 1.6097 0.8721 0.079 0.181 -0.380
C -4.1925 0.2823 3.4232 -0.129 -0.084 0.086
H 2.9514 2.5961 -0.5930 0.150 0.043 0.259
H 4.4375 2.6050 0.3838 -0.248 -0.090 0.015
H 2.8638 2.8226 1.1805 0.060 -0.075 -0.253
H 4.9038 -1.4439 0.1297 0.009 0.196 -0.028
H 5.7878 0.0452 0.5000 -0.235 -0.010 -0.066
H 5.0363 -0.1691 -1.0942 0.002 -0.031 0.159
H 2.5523 -0.6374 2.7730 0.215 0.037 0.026
H 2.9754 1.0556 3.0179 0.032 -0.274 -0.267
H 4.2424 -0.1450 2.8010 0.282 -0.131 0.073
H -3.4846 1.6180 -0.1902 0.073 0.020 0.243
H -2.1428 1.9173 0.9326 -0.214 -0.029 0.059
H -3.7681 2.3993 1.3742 0.085 -0.083 -0.129
H -4.9915 1.0366 3.4376 0.192 -0.133 0.007
H -3.3697 0.6455 4.0481 -0.064 0.000 -0.077
H -4.5944 -0.6278 3.8842 0.081 0.115 -0.047
H -5.9814 -0.2411 0.8027 0.249 -0.097 -0.047
H -5.2006 -1.8292 0.9120 -0.027 0.170 -0.046
H -4.8145 -0.7396 -0.4336 -0.020 -0.013 0.136
S -0.2080 2.0369 3.2076 -0.153 0.158 -1.955
C 0.1076 0.8723 4.3991 0.479 -1.593 1.305
C 0.2558 1.2396 5.7565 -0.155 0.703 -0.407
C 0.6124 0.2967 6.6993 -0.003 0.111 0.287
C 0.7712 -1.0288 6.2893 0.054 -0.936 -0.443
C 0.5649 -1.3592 4.9449 -0.130 1.325 0.477
N 0.2480 -0.4183 4.0189 0.202 -0.319 0.216
H 0.0959 2.3036 5.9870 0.188 -0.660 0.149
H 0.7711 0.5914 7.7548 -0.149 -0.248 -0.807
H 1.0511 -1.8370 6.9813 -0.169 0.588 -0.300
H 0.6605 -2.3787 4.5925 0.013 0.043 -0.025
```
Positions in Å, forces in eV/Å.

The calculation puts the LUMO energy at -4.51 eV. As for the spin multiplicity: 1. For the HOMO energy, the calculation gives -10.71 eV. As for the total charge: +1. The calculation puts the energy above the lowest of the compared OMol25 structures with the same formula, charge and spin at 0.00 kJ/mol. As for the gap between HOMO and LUMO: 6.2 eV.



# 4
Formula: C40H44N4SZn
Source: the Open Molecules 2025 dataset
Level of theory: the ωB97M-V functional and the def2-TZVPD basis

Structure (XYZ):
```
90
Properties=species:S:1:pos:R:3:forces:R:3
Zn 0.3199 0.6594 0.3319 1.657 0.695 0.872
N 0.5040 -0.2480 3.9870 -0.193 -0.189 0.697
N -1.9302 0.3629 1.3559 -1.476 0.769 -0.840
C 0.1889 -0.8977 -1.9523 0.686 -0.155 1.114
C -0.0586 -1.9714 -1.0557 0.866 0.621 -0.103
C 0.9453 -1.9680 -0.0483 0.266 1.091 -1.301
C 1.1300 -2.9331 1.0557 0.044 -0.276 0.382
H 0.3226 -3.6742 1.0676 0.074 0.034 0.115
H 1.1632 -2.4287 2.0339 -0.014 -0.159 -0.131
H 2.0756 -3.4788 0.9376 -0.007 -0.046 0.090
C 1.8405 -0.8834 -0.3158 -1.209 -0.793 -1.033
C 3.2419 -0.8357 0.1656 0.300 0.221 0.536
H 3.7772 -1.7508 -0.1369 -0.078 0.068 -0.038
H 3.2978 -0.7784 1.2597 0.097 0.138 -0.260
H 3.7861 0.0161 -0.2491 -0.075 -0.012 0.164
C 1.3190 -0.1549 -1.4654 -0.208 -1.797 0.088
C 2.0693 0.8923 -2.2020 0.286 0.372 -0.113
H 2.5015 1.6090 -1.4894 -0.051 -0.035 -0.211
H 1.4076 1.4356 -2.8892 0.148 0.045 0.068
H 2.8907 0.4656 -2.8003 -0.070 0.090 0.029
C -1.0963 -3.0194 -1.2241 -0.325 -0.306 -0.041
H -0.6713 -3.8996 -1.7343 -0.221 -0.008 0.055
H -1.9361 -2.6645 -1.8415 0.098 -0.117 0.169
H -1.4892 -3.3655 -0.2553 -0.039 0.063 -0.239
C -0.4732 -0.6737 -3.2577 -0.352 0.118 -0.285
H -0.3607 0.3656 -3.5935 -0.096 -0.177 -0.001
H -1.5480 -0.9019 -3.2160 0.102 0.078 -0.146
H -0.0277 -1.3200 -4.0334 -0.139 0.130 -0.003
C 1.0036 0.2470 5.1093 -0.025 0.731 -0.069
H 1.6072 -0.4284 5.7183 0.037 0.177 -0.208
C 0.8262 1.5769 5.5102 -0.043 -0.326 0.245
H 1.3754 1.9345 6.3732 -0.081 0.090 -0.027
C -0.0392 2.3903 4.7795 -0.146 -0.505 -0.395
H -0.2059 3.4315 5.0565 0.031 -0.215 -0.027
C -0.6869 1.8367 3.6781 0.117 -0.373 0.138
H -1.4218 2.3782 3.0859 0.268 0.105 0.076
C -0.3444 0.5191 3.2776 -0.374 0.112 -0.286
C -0.7753 -0.1022 2.0451 0.646 -0.513 0.488
H -0.6515 -1.1906 2.0164 -0.278 0.414 0.026
C -1.7526 0.8951 0.1027 -0.296 -1.430 1.150
C -3.2907 0.1655 1.6318 1.098 0.272 -0.058
H -3.6237 -0.2384 2.5727 -0.028 0.115 -0.019
C -3.9475 0.5383 0.5257 -0.410 -0.200 -0.451
H -5.0040 0.5531 0.3238 0.067 0.030 -0.040
N -2.9936 0.8960 -0.4414 -0.620 0.356 0.328
C -3.2711 1.0775 -1.8248 0.062 0.008 -0.514
C -4.1070 0.1719 -2.5077 0.287 0.494 -0.208
C -4.3332 0.3699 -3.8764 0.235 0.290 0.168
H -4.9908 -0.3197 -4.4096 0.161 0.102 0.145
C -3.7227 1.4090 -4.5824 -0.015 0.038 0.516
C -4.0285 1.6245 -6.0389 -0.001 -0.012 -0.197
H -3.1575 2.0086 -6.5776 -0.066 -0.052 0.056
H -4.8448 2.3450 -6.1848 0.122 -0.101 0.094
H -4.3351 0.6853 -6.5091 0.046 0.104 0.005
C -2.8612 2.2611 -3.8862 -0.235 -0.301 0.105
H -2.3633 3.0716 -4.4194 -0.070 -0.143 0.115
C -2.6241 2.1142 -2.5146 -0.443 -0.233 -0.203
C -1.7162 3.0673 -1.8144 0.490 0.608 -0.230
H -2.1385 3.4412 -0.8728 0.180 -0.233 -0.150
H -1.5547 3.9267 -2.4784 0.024 -0.071 0.193
H -0.7295 2.6238 -1.6047 -0.392 0.133 0.058
C -4.7293 -1.0188 -1.8475 -0.388 -0.543 0.016
H -5.5626 -0.7381 -1.1880 0.254 -0.172 -0.146
H -4.0127 -1.6209 -1.2683 -0.163 0.345 -0.088
H -5.1476 -1.6673 -2.6280 0.088 0.069 0.172
N 1.5585 2.0143 1.1277 -1.857 1.583 -2.943
S 2.6404 2.0206 2.3630 -0.131 -2.089 1.073
C 4.1373 2.5005 1.5183 -0.351 -0.850 0.361
C 5.2495 1.6505 1.4177 0.534 0.363 -0.046
C 6.4015 2.0775 0.7585 -0.484 -0.073 0.226
C 6.4392 3.3535 0.1902 0.167 0.308 -0.269
C 5.3110 4.1822 0.2423 -0.111 -0.263 0.033
C 4.1491 3.7503 0.8811 0.562 -0.172 -0.056
C 3.7371 1.0232 3.8604 1.161 1.342 -0.062
C 4.3405 1.8832 4.7497 0.864 -1.325 1.184
C 5.1691 1.3373 5.7465 -0.397 0.246 -0.286
C 5.3694 -0.0498 5.7946 0.062 -0.065 0.084
C 4.7148 -0.8993 4.8948 -0.597 0.281 -0.382
C 3.8456 -0.3476 3.9269 0.940 -0.014 1.034
H 1.3698 2.9811 0.8788 -0.792 0.720 -0.430
H 5.2046 0.6650 1.8806 0.046 0.307 -0.115
H 7.2583 1.4055 0.6938 -0.112 0.190 -0.034
H 7.3474 3.6989 -0.3096 -0.225 -0.051 0.097
H 5.3287 5.1711 -0.2183 0.078 -0.179 0.038
H 3.2449 4.3592 0.9011 0.247 -0.047 0.037
H 4.1831 2.9614 4.6762 0.059 0.050 0.036
H 5.6522 1.9970 6.4701 0.138 -0.127 0.035
H 6.0394 -0.4725 6.5465 -0.139 0.080 -0.143
H 4.8661 -1.9825 4.9320 0.028 0.176 0.135
H 3.2702 -0.9790 3.2481 0.100 -0.024 -0.019
```
Positions in Å, forces in eV/Å.

The calculation puts the LUMO energy (alpha / beta) at 3.80 / 3.80 eV. As for the spin multiplicity: 1. For the HOMO energy (alpha / beta), the calculation gives 1.86 / 1.86 eV. As for the total charge: -2. As for the gap between HOMO and LUMO (alpha / beta): 1.9 / 1.9 eV.



# 5
Formula: C3H11NOS
Source: the Open Molecules 2025 dataset
Level of theory: the ωB97M-V functional and the def2-TZVPD basis

Structure (XYZ):
```
17
Properties=species:S:1:pos:R:3:forces:R:3
C -1.4994 1.0724 -0.1538 0.035 0.368 -0.798
C -2.3737 -0.1673 -0.2756 -0.119 -0.315 0.057
S -2.3254 -1.1149 1.2717 -0.066 -0.025 0.104
H -2.0292 1.9583 -0.5182 -0.036 -0.080 0.305
H -1.1350 1.2548 0.8469 -0.103 0.070 0.358
H -0.6249 1.0129 -0.7911 0.272 -0.248 -0.101
H -2.0679 -0.8644 -1.0529 0.244 0.296 -0.162
H -3.4021 0.0993 -0.4869 -0.165 0.117 0.063
H -3.0925 -2.1015 0.7982 -0.023 -0.177 0.168
N 2.4976 0.7621 0.4270 0.565 -0.027 0.623
C 2.0631 -0.5810 0.3600 -0.840 0.044 -1.262
O 2.2744 -1.2540 -0.9102 -0.056 -0.019 0.027
H 3.4627 0.9516 0.6466 -0.074 -0.076 -0.275
H 2.0649 1.4235 -0.1913 -0.048 -0.003 -0.042
H 0.9759 -0.5578 0.5112 0.191 -0.358 0.114
H 2.5406 -1.2496 1.0542 0.180 0.253 0.747
H 2.6708 -0.6443 -1.5359 0.042 0.181 0.074
```
Positions in Å, forces in eV/Å.

The calculation puts the LUMO energy at 0.89 eV. As for the spin multiplicity: 1. For the HOMO energy, the calculation gives -8.93 eV. The calculation puts the energy above the lowest of the compared OMol25 structures with the same formula, charge and spin at 81.63 kJ/mol. As for the gap between HOMO and LUMO: 9.8 eV.



Calculated total energy? In order: -29818.11411 -7359.47378 -59400.62520 -107402.24198 -17661.57529 eV.